# 1
# C15H15N2NaOS4

A structure of composition C15H15N2NaOS4 at a distorted geometry (ωB97M-V/def2-TZVPD, the OMol25 dataset).

```
38
Properties=species:S:1:pos:R:3:mulliken_charge:R:1
Na 1.9183 1.2556 -0.7380 0.734
O 1.6230 0.9449 1.0976 -1.278
C 0.9027 -0.1655 1.3876 1.912
C 1.6079 -1.4434 0.8465 0.425
C 2.5142 -1.5205 -0.1740 -0.867
C 2.9562 -2.8495 -0.4552 -0.636
C 2.3789 -3.7660 0.3654 -0.514
S 1.3220 -3.0178 1.4769 0.025
C 0.7054 -0.3058 2.9158 -0.422
C -0.1165 -1.0948 3.6669 -0.303
C 0.0706 -0.9171 5.0725 -0.704
C 1.0305 0.0098 5.3460 -0.431
S 1.6988 0.6680 3.9186 -0.168
C -0.5034 -0.0482 0.7440 0.154
C -1.0974 1.1397 0.4366 -0.478
C -2.4373 0.9934 -0.0412 -0.825
C -2.8253 -0.3097 -0.1130 -0.642
S -1.5750 -1.3531 0.4113 -0.046
H 2.9007 -0.6726 -0.7191 0.269
H 3.6779 -3.0997 -1.2221 0.394
H 2.5372 -4.8345 0.3936 0.417
H -0.8477 -1.7745 3.2436 0.416
H -0.4921 -1.4470 5.8308 0.382
H 1.3631 0.3472 6.3176 0.430
H -0.6079 2.0848 0.6334 0.589
H -3.0886 1.8226 -0.2868 0.513
H -3.7791 -0.7110 -0.4260 0.465
C -2.4522 1.5373 -3.6262 -1.145
N -1.1198 0.9773 -3.4876 -0.040
C 0.0114 1.6765 -3.5396 0.456
N -0.1191 3.0060 -3.7330 -0.396
S 1.5391 0.9311 -3.3859 -0.452
H -3.1731 0.7702 -3.3627 0.344
H -2.6481 1.8562 -4.6526 0.376
H -2.5998 2.3775 -2.9480 0.372
H -1.0085 0.0116 -3.2239 0.255
H -0.9914 3.4118 -4.0233 0.187
H 0.7245 3.5090 -3.9463 0.232
```

Values from the calculation:
- Energy relative to the best compared isomer or geometry (same formula, charge and spin): 5.9 kcal/mol
- Total energy: -68583.8497 eV
- HOMO level: -7.831 eV
- HOMO-LUMO gap: 7.663 eV
- LUMO energy: -0.17 eV

# 2
# C4H8FN3

The molecule C4H8FN3 at a distorted geometry (ωB97M-V/def2-TZVPD, the OMol25 dataset).

```
16
Properties=species:S:1:pos:R:3:mulliken_charge:R:1
C 1.1501 1.0593 0.0626 0.005
C -0.0971 -0.7653 -0.4271 -0.631
C -1.1770 0.3333 -0.1536 0.110
C -2.5353 0.0049 0.5024 -0.276
H 2.2754 -0.8902 0.7513 0.188
H 3.7707 -0.6715 0.1934 0.297
H 1.0325 2.1191 -0.3261 0.351
H 0.6150 -0.7347 -1.3192 0.340
H -0.3345 -1.8416 -0.1560 0.192
H -1.1001 1.2075 -0.8531 0.360
H -2.9077 0.8822 1.2138 0.186
H -2.4867 -1.0486 1.0177 0.254
N 2.7295 -0.5959 -0.0668 -0.344
N 2.3857 0.6549 -0.4022 -0.393
N 0.1281 0.2093 0.5369 -0.358
F -3.4485 0.0771 -0.5740 -0.280
```

Values from the calculation:
- Energy relative to the best compared isomer or geometry (same formula, charge and spin): 77.9 kcal/mol
- SMILES: N/N=C\N1C[C@H]1CF
- Total energy: -11461.4235 eV
- HOMO level: -8.396 eV
- HOMO-LUMO gap: 9.500 eV
- LUMO energy: 1.10 eV

# 3
# C4H9NO2

A structure of composition C4H9NO2 at a distorted geometry (ωB97M-V/def2-TZVPD, the OMol25 dataset).

```
16
Properties=species:S:1:pos:R:3:mulliken_charge:R:1
C 0.3353 0.2659 -1.6648 -1.278
C -0.1226 0.6927 -0.3055 0.907
C 0.8838 -0.1616 1.0285 -0.508
C 2.0022 -0.8386 0.7516 -0.526
O -0.4859 1.7745 0.0549 -0.588
H 0.8429 0.4583 1.9218 0.327
H 1.2938 0.7336 -1.8883 0.356
H -0.4148 0.6007 -2.3824 0.345
H 0.4262 -0.8156 -1.7252 0.325
H 2.8547 -0.8571 1.4232 0.269
H 2.1144 -1.4080 -0.1648 0.207
N -2.4954 -0.0595 0.8352 -0.446
O -1.4108 -0.6124 0.0958 -0.439
H -0.3760 -0.7125 0.7821 0.533
H -2.2072 0.8919 1.0882 0.253
H -3.2406 0.0477 0.1498 0.262
```

Values from the calculation:
- Energy relative to the best compared isomer or geometry (same formula, charge and spin): 144.0 kcal/mol
- Total energy: -9873.8154 eV
- HOMO level: -9.090 eV
- HOMO-LUMO gap: 9.211 eV
- LUMO energy: 0.12 eV

# 4
# C15H15FeNO3

A structure of composition C15H15FeNO3 at a distorted geometry (ωB97M-V/def2-TZVPD, the OMol25 dataset).

```
35
Properties=species:S:1:pos:R:3:lowdin_spin:R:1
C 0.0682 -1.7782 -3.5908 0.050
C -1.2332 -1.6205 -2.9748 0.062
C -1.0885 -1.8758 -1.5577 0.045
C 0.3010 -2.1806 -1.2947 0.020
C 1.0212 -2.1147 -2.5464 0.076
Fe 0.0988 -0.3411 -2.2042 3.300
C -0.8833 1.3591 -2.4570 0.091
C 0.4022 1.7355 -3.1369 0.037
C 0.6319 2.7740 -3.9966 0.027
N 1.3950 0.7547 -2.7948 0.168
H -1.8976 -1.9076 -0.8383 0.009
H -2.1637 -1.4006 -3.4862 0.007
H 0.7031 -2.5161 -0.3440 0.004
H 2.0673 -2.3636 -2.6935 0.013
H 0.2714 -1.7159 -4.6544 0.006
H -1.7685 1.3316 -3.0896 0.012
H 2.3386 0.8630 -3.1626 0.029
H -1.0341 1.8279 -1.4744 0.017
H -0.1872 3.4344 -4.2556 0.004
H 1.6197 2.9550 -4.4061 0.004
O 0.8967 1.7548 2.2501 0.001
C 0.4516 1.0435 3.2702 0.000
C 0.7438 1.4294 4.6036 0.000
C 0.3267 0.6287 5.6560 0.000
C -0.3915 -0.5532 5.4121 0.000
C -0.7089 -0.9259 4.1020 0.000
C -0.3070 -0.1472 3.0184 0.001
C -0.6384 -0.5466 1.6028 0.001
O -1.3621 -1.5318 1.4166 0.001
O -0.1001 0.2034 0.6768 0.017
H 0.5450 1.1657 1.3758 0.000
H 1.3073 2.3473 4.7631 0.000
H 0.5619 0.9278 6.6777 0.000
H -0.7092 -1.1843 6.2417 0.000
H -1.2781 -1.8320 3.8917 0.000
```

Values from the calculation:
- Energy relative to the best compared isomer or geometry (same formula, charge and spin): 0.0 kcal/mol
- Spin multiplicity: 5
- Net charge: -2
- Total energy: -57814.4645 eV
- HOMO level (alpha / beta): 1.929 / -0.157 eV
- HOMO-LUMO gap (alpha / beta): 3.288 / 5.374 eV
- LUMO energy (alpha / beta): 5.22 / 5.22 eV
- <S²>: 6.033

# 5
# C6H12

A cluster of 2 separate species, C6H12 in total (ωB97M-V/def2-TZVPD, the OMol25 dataset).

```
18
Properties=species:S:1:pos:R:3:mulliken_charge:R:1
C -0.9932 -1.1449 -2.2066 -0.483
C -1.7791 -1.2694 -1.1418 -0.560
C -0.1074 1.2510 0.5427 -0.429
C -0.3908 0.3644 1.7281 -0.596
C 1.0228 0.5965 1.2842 0.297
C 1.8065 -0.5115 0.6295 -1.238
H -0.9175 -0.2043 -2.7404 0.264
H -0.2871 0.9093 -0.4785 0.029
H -0.3830 -1.9596 -2.5901 0.256
H -1.8695 -2.2119 -0.6166 0.249
H -2.3969 -0.4583 -0.7620 0.286
H -0.2702 2.3084 0.7158 0.274
H -0.8241 -0.6106 1.5442 0.189
H -0.7278 0.8307 2.6532 0.268
H 1.6202 1.2414 1.9175 0.339
H 2.2701 -1.1644 1.3745 0.328
H 2.6098 -0.1234 -0.0060 0.318
H 1.1481 -1.1228 0.0076 0.210
```

Values from the calculation:
- Energy relative to the best compared isomer or geometry (same formula, charge and spin): 49.1 kcal/mol
- SMILES: CC1CC1.C=C
- Total energy: -6414.8137 eV
- HOMO level: -10.032 eV
- HOMO-LUMO gap: 11.308 eV
- LUMO energy: 1.28 eV

# 6
# C3H4N2

The molecule C3H4N2 at a distorted geometry (ωB97M-V/def2-TZVPD, the OMol25 dataset).

```
9
Properties=species:S:1:pos:R:3:mulliken_charge:R:1
C 1.6761 0.0866 0.1329 0.073
C -0.8302 0.4619 -0.4195 -0.428
C 0.1535 -0.0430 0.5859 0.096
N 2.8020 0.1325 -0.0689 -0.362
N -0.6547 -0.9930 -0.3547 -0.495
H -1.6362 1.1763 -0.3881 0.322
H -0.2577 0.7564 -1.2891 0.223
H 0.0273 0.0839 1.6759 0.342
H -1.2801 -1.6617 0.1256 0.228
```

Values from the calculation:
- Energy relative to the best compared isomer or geometry (same formula, charge and spin): 59.8 kcal/mol
- SMILES: N#C[C@H]1CN1
- Total energy: -6153.3074 eV
- HOMO level: -10.349 eV
- HOMO-LUMO gap: 11.187 eV
- LUMO energy: 0.84 eV